(1)
Below is C4H8O2 in the gas phase, with properties calculated with the ωB97M-V functional and the def2-TZVPD basis.

Calculated values
Kohn-Sham gap in eV: 10.52
Energy above the lowest of the compared OMol25 structures with the same formula, charge and spin in kcal/mol: 51.16

```
! RIJCOSX wB97M-V def2-TZVPD def2/J DEFGRID3
* xyz 0 1
O 2.055 0.986 0.467
C 1.309 -0.146 0.041
C -0.155 0.159 0.333
C -1.086 0.634 -0.801
O -1.954 -0.496 -0.634
C -1.196 -0.966 0.487
H 2.975 0.871 0.199
H 1.616 -1.051 0.592
H 1.471 -0.335 -1.033
H -0.164 0.811 1.207
H -1.603 1.581 -0.602
H -0.665 0.670 -1.815
H -1.769 -0.886 1.421
H -0.868 -2.007 0.365
*
```

natural (NBO) atomic charges, in units of e: -0.72 -0.06 -0.29 -0.05 -0.54 -0.05 0.47 0.16 0.16 0.22 0.17 0.17 0.17 0.17

=====

(2)
Below is C4H8O2 in the gas phase, with properties calculated with the ωB97M-V functional and the def2-TZVPD basis.

Calculated values
Kohn-Sham gap in eV: 10.58
Energy above the lowest of the compared OMol25 structures with the same formula, charge and spin in kcal/mol: 45.78

```
! RIJCOSX wB97M-V def2-TZVPD def2/J DEFGRID3
* xyz 0 1
C -0.873 0.260 -1.157
C -0.070 0.482 0.114
O 0.267 1.818 0.387
C -0.151 -0.453 1.290
C 1.030 -0.508 0.363
O 1.126 -1.617 -0.473
H -1.686 -0.461 -1.032
H -0.225 -0.126 -1.957
H -1.267 1.210 -1.521
H -0.259 2.117 1.140
H 0.008 -0.035 2.282
H -0.848 -1.286 1.244
H 1.978 -0.089 0.698
H 0.969 -1.312 -1.377
*
```

natural (NBO) atomic charges, in units of e: -0.63 0.20 -0.70 -0.46 0.07 -0.70 0.22 0.18 0.24 0.47 0.22 0.23 0.19 0.47

=====

(3)
Below is 2 unconnected molecules or ions with the total composition C4H8O2, with properties calculated with the ωB97M-V functional and the def2-TZVPD basis.

Calculated values
Kohn-Sham gap in eV: 10.58
Energy above the lowest of the compared OMol25 structures with the same formula, charge and spin in kcal/mol: 51.96

```
! RIJCOSX wB97M-V def2-TZVPD def2/J DEFGRID3
* xyz 0 1
C 1.471 -0.113 -0.187
C 0.253 -0.231 0.709
C -0.490 1.084 0.888
O -0.168 2.116 0.355
C -0.741 -1.280 0.233
O -0.619 -1.906 -0.790
H 2.033 -1.051 -0.194
H 1.171 0.110 -1.214
H 2.124 0.692 0.159
H 0.530 -0.541 1.733
H -1.374 1.043 1.561
H -1.616 -1.444 0.898
H -1.223 1.116 -1.985
H -1.350 0.406 -2.167
*
```

natural (NBO) atomic charges, in units of e: -0.61 -0.44 0.45 -0.50 0.45 -0.50 0.22 0.23 0.23 0.24 0.11 0.11 0.00 0.00

=====

(4)
Below is a molecular structure, C4H8O2, with properties calculated with the ωB97M-V functional and the def2-TZVPD basis.

Calculated values
Kohn-Sham gap in eV: 10.51
Energy above the lowest of the compared OMol25 structures with the same formula, charge and spin in kcal/mol: 67.37

```
! RIJCOSX wB97M-V def2-TZVPD def2/J DEFGRID3
* xyz 0 1
O 0.809 -2.436 -0.178
C -0.111 0.625 -0.781
C -1.294 1.361 -0.209
C -0.947 0.004 0.295
O 0.109 0.041 1.260
C 0.997 0.613 0.257
H 1.564 -2.953 0.125
H -0.003 0.345 -1.821
H -2.166 1.399 -0.857
H -1.147 2.233 0.426
H 0.590 -1.860 0.573
H -1.605 -0.859 0.305
H 1.403 1.579 0.576
H 1.801 -0.091 0.028
*
```

natural (NBO) atomic charges, in units of e: -0.95 -0.28 -0.44 0.08 -0.54 -0.07 0.47 0.23 0.23 0.22 0.48 0.21 0.18 0.19

=====

(5)
Below is 2 unconnected molecules or ions with the total composition C4H8O2 at a distorted geometry, with properties calculated with the ωB97M-V functional and the def2-TZVPD basis.

Calculated values
Kohn-Sham gap in eV: 10.25
Energy above the lowest of the compared OMol25 structures with the same formula, charge and spin in kcal/mol: 61.35

```
! RIJCOSX wB97M-V def2-TZVPD def2/J DEFGRID3
* xyz 0 1
C -1.083 -0.436 0.588
C 0.265 -0.296 0.489
C 1.025 0.790 1.189
O 1.078 -1.248 -0.013
H -1.698 0.270 1.148
H -1.588 -1.348 0.277
H 1.432 0.363 2.111
H 1.879 1.176 0.627
H 0.377 1.621 1.463
H 0.874 -1.424 -0.963
C -0.593 0.115 -1.660
O -0.039 -0.820 -2.236
H -1.678 0.095 -1.572
H -0.249 1.143 -1.445
*
```

natural (NBO) atomic charges, in units of e: -0.48 0.35 -0.67 -0.71 0.22 0.22 0.24 0.23 0.22 0.51 0.24 -0.63 0.13 0.14

=====

(6)
Below is C4H8O2 in the gas phase at a distorted geometry, with properties calculated with the ωB97M-V functional and the def2-TZVPD basis.

Calculated values
Kohn-Sham gap in eV: 11.25
Energy above the lowest of the compared OMol25 structures with the same formula, charge and spin in kcal/mol: 52.69

```
! RIJCOSX wB97M-V def2-TZVPD def2/J DEFGRID3
* xyz 0 1
C -0.751 0.184 1.675
C 0.600 0.156 0.987
O 0.925 -1.109 0.422
C 0.885 0.020 -0.448
C -0.166 0.206 -1.492
O -0.205 -0.858 -2.410
H -1.473 -0.427 1.124
H -1.141 1.200 1.776
H -0.701 -0.242 2.688
H 1.407 0.763 1.377
H 1.903 0.254 -0.778
H 0.103 1.115 -2.044
H -1.138 0.392 -1.012
H -0.249 -1.654 -1.864
*
```

natural (NBO) atomic charges, in units of e: -0.64 0.06 -0.49 0.03 -0.09 -0.70 0.22 0.22 0.23 0.18 0.18 0.19 0.16 0.47

=====

(7)
Below is C4H8O2 in the gas phase at a distorted geometry, with properties calculated with the ωB97M-V functional and the def2-TZVPD basis.

Calculated values
Kohn-Sham gap in eV: 11.23
Energy above the lowest of the compared OMol25 structures with the same formula, charge and spin in kcal/mol: 52.92

```
! RIJCOSX wB97M-V def2-TZVPD def2/J DEFGRID3
* xyz 0 1
C 1.422 -0.624 0.820
C 0.452 0.458 0.282
O 1.101 1.521 -0.448
C -0.476 -0.130 -0.711
C -1.866 -0.389 -0.417
O -1.440 0.777 -1.182
H 1.674 -1.397 0.079
H 2.334 -0.113 1.108
H 1.064 -1.176 1.709
H -0.132 0.852 1.131
H 0.503 2.294 -0.523
H -0.004 -0.704 -1.510
H -2.305 -0.096 0.532
H -2.329 -1.274 -0.871
*
```

natural (NBO) atomic charges, in units of e: -0.64 0.07 -0.73 0.04 -0.12 -0.49 0.21 0.23 0.22 0.17 0.48 0.19 0.19 0.19

=====

(8)
Below is C4H8O2 in the gas phase at a distorted geometry, with properties calculated with the ωB97M-V functional and the def2-TZVPD basis.

Calculated values
Kohn-Sham gap in eV: 9.76
Energy above the lowest of the compared OMol25 structures with the same formula, charge and spin in kcal/mol: 76.34

```
! RIJCOSX wB97M-V def2-TZVPD def2/J DEFGRID3
* xyz 0 1
O 0.815 -1.055 -1.409
C 0.473 0.202 -0.866
C -1.000 0.279 -0.590
C -0.871 -0.346 1.184
O 0.481 -0.564 1.343
C 1.146 0.366 0.516
H 0.667 -1.699 -0.700
H 0.833 0.970 -1.556
H -1.632 -0.342 -1.215
H -1.377 1.334 -0.652
H -1.430 -1.248 1.439
H -1.320 0.616 1.090
H 1.008 1.379 0.924
H 2.206 0.106 0.491
*
```

natural (NBO) atomic charges, in units of e: -0.71 0.04 -0.47 -0.12 -0.52 -0.10 0.47 0.19 0.23 0.20 0.20 0.21 0.17 0.21

=====

(9)
Below is a molecular structure, C4H8O2, with properties calculated with the ωB97M-V functional and the def2-TZVPD basis.

Calculated values
Kohn-Sham gap in eV: 10.02
Energy above the lowest of the compared OMol25 structures with the same formula, charge and spin in kcal/mol: 77.44

```
! RIJCOSX wB97M-V def2-TZVPD def2/J DEFGRID3
* xyz 0 1
C 1.508 0.550 0.828
C 0.302 0.003 0.754
O -0.632 -0.019 1.768
C -1.695 -0.319 0.840
C -0.665 -0.517 -0.296
O -0.804 0.223 -1.474
H 1.795 1.047 1.750
H 2.203 0.520 0.000
H 1.609 -0.030 -2.078
H 2.240 -0.427 -2.103
H -2.339 0.555 0.689
H -2.283 -1.181 1.165
H -0.542 -1.560 -0.602
H -0.697 1.156 -1.242
*
```

natural (NBO) atomic charges, in units of e: -0.51 0.28 -0.50 -0.09 0.02 -0.69 0.22 0.22 0.01 -0.01 0.18 0.19 0.20 0.47

=====

(10)
Below is C4H8O2 in the gas phase at a distorted geometry, with properties calculated with the ωB97M-V functional and the def2-TZVPD basis.

Calculated values
Kohn-Sham gap in eV: 10.46
Energy above the lowest of the compared OMol25 structures with the same formula, charge and spin in kcal/mol: 67.62

```
! RIJCOSX wB97M-V def2-TZVPD def2/J DEFGRID3
* xyz 0 1
C -0.740 -0.843 0.731
C -0.025 0.660 0.119
C -1.093 1.056 -0.870
O -2.124 1.589 -0.547
C 1.285 0.144 -0.436
O 1.492 -1.113 0.189
H -1.478 -0.382 1.350
H -0.321 -1.712 1.315
H -1.170 -1.340 -0.150
H 0.082 1.488 0.852
H -0.940 0.691 -1.915
H 1.212 -0.069 -1.509
H 2.185 0.745 -0.257
H 1.633 -0.914 1.127
*
```

natural (NBO) atomic charges, in units of e: -0.59 -0.34 0.43 -0.51 -0.09 -0.70 0.20 0.23 0.21 0.23 0.10 0.18 0.18 0.46

=====

DFT total energy
In order: -8371.0633; -8371.2964; -8371.0285; -8370.3602; -8370.6216; -8370.9969; -8370.9870; -8369.9713; -8369.9236; -8370.3496
Unit: eV